1.
{
  "formula": "C27H58HfO4P2Si",
  "method": "the ωB97M-V functional and the def2-TZVPD basis",
  "total_charge": 2,
  "e_above_lowest_kj_mol": 356.23,
  "energy_ev": -64873.9536,
  "homo_energy_ev": [-12.26, -12.16],
  "orbital_gap_ev": [4.3, 4.2],
  "species": ["P", "P", "C", "C", "H", "H", "H", "H", "C", "H", "H", "H", "C", "H", "H", "H", "C", "H", "H", "H", "C", "H", "H", "H", "Hf", "C", "C", "C", "C", "C", "C", "C", "C", "C", "H", "H", "H", "H", "H", "H", "H", "H", "H", "H", "H", "H", "H", "H", "H", "C", "C", "C", "C", "O", "Si", "O", "O", "C", "C", "C", "C", "O", "C", "C", "C", "C", "H", "H", "H", "H", "H", "H", "H", "H", "H", "H", "H", "H", "H", "H", "H", "H", "H", "H", "H", "H", "H", "H", "H", "H", "H", "H", "H"],
  "xyz": [[4.408, 0.014, -1.632], [3.688, -3.823, -1.894], [5.353, -1.555, -1.710], [4.862, -2.679, -2.645], [5.412, -1.900, -0.666], [6.377, -1.263, -1.991], [4.365, -2.271, -3.546], [5.700, -3.337, -2.940], [4.414, -5.015, -0.760], [3.638, -5.502, -0.155], [5.130, -4.546, -0.071], [4.932, -5.788, -1.339], [2.746, -4.613, -3.164], [3.201, -5.583, -3.367], [2.740, -4.004, -4.065], [1.719, -4.784, -2.857], [5.292, 0.940, -0.328], [4.743, 1.868, -0.082], [6.290, 1.211, -0.725], [5.446, 0.312, 0.572], [4.585, 0.912, -3.210], [4.215, 0.275, -4.042], [5.677, 1.119, -3.332], [4.016, 1.864, -3.122], [0.872, 1.111, -0.704], [0.534, -3.456, -0.737], [0.906, -3.596, 0.542], [2.268, -3.159, 0.962], [2.445, -1.652, 1.315], [2.692, -0.545, 0.302], [2.703, -0.575, -1.236], [1.995, -1.751, -1.896], [0.559, -2.000, -1.414], [-0.125, 2.186, -2.266], [0.476, -4.295, -1.418], [0.216, -3.918, 1.352], [3.043, -3.408, 0.202], [2.629, -3.730, 1.839], [1.568, -1.385, 1.925], [3.270, -1.567, 2.071], [3.174, 0.327, 0.838], [2.293, 0.449, -1.807], [2.596, -2.619, -1.453], [2.004, -1.683, -3.014], [0.133, -1.214, -0.794], [-0.129, -2.040, -2.275], [-0.379, 1.549, -3.135], [0.416, 3.085, -2.641], [-1.081, 2.532, -1.821], [-2.811, -2.551, -0.420], [-3.661, -1.282, -0.429], [-3.783, -0.658, -1.819], [-5.051, -1.586, 0.128], [-3.006, -0.268, 0.426], [-1.938, 0.544, 1.299], [-0.465, 0.564, 0.567], [-2.241, 2.137, 1.329], [-3.505, 2.653, 1.816], [-3.543, 4.099, 1.330], [-4.717, 1.897, 1.260], [-3.527, 2.655, 3.349], [-2.042, -0.120, 2.794], [-1.189, -0.150, 3.989], [-0.259, -1.355, 3.833], [-0.432, 1.173, 4.147], [-2.111, -0.310, 5.195], [-3.283, -3.282, -1.102], [-2.784, -3.001, 0.589], [-1.776, -2.385, -0.770], [-4.228, -1.400, -2.503], [-4.462, 0.210, -1.773], [-2.802, -0.351, -2.216], [-4.988, -2.027, 1.131], [-5.665, -0.679, 0.151], [-5.528, -2.312, -0.549], [-3.568, 4.139, 0.234], [-4.451, 4.585, 1.716], [-2.670, 4.648, 1.706], [-4.814, 0.885, 1.696], [-5.620, 2.476, 1.560], [-4.685, 1.866, 0.152], [-3.457, 1.625, 3.740], [-2.698, 3.283, 3.731], [-4.498, 3.100, 3.656], [0.259, -1.328, 2.866], [0.507, -1.359, 4.626], [-0.820, -2.298, 3.908], [-1.144, 1.960, 4.452], [0.297, 1.041, 4.971], [0.107, 1.485, 3.238], [-2.744, 0.578, 5.308], [-2.735, -1.201, 5.094], [-1.474, -0.409, 6.085]],
  "atomic_forces_ev_per_a": [[1.2, -2.2, -0.6], [0.0, -0.7, 2.1], [0.5, 0.1, 0.0], [0.6, -0.4, -0.6], [0.0, 0.1, -0.2], [-0.2, -0.1, 0.1], [0.4, -0.3, 0.2], [0.0, 0.8, -0.3], [1.2, -1.1, -0.8], [0.0, 0.3, -0.3], [-0.2, 0.0, -0.2], [0.2, -0.2, 0.4], [0.3, -0.9, -0.8], [-0.2, 0.0, -0.4], [0.0, -0.1, -0.2], [0.0, 0.0, 0.1], [-0.3, 0.2, 0.0], [0.4, -0.4, 0.1], [-0.6, -0.1, 0.0], [-0.3, 0.4, -0.6], [0.1, 0.0, 0.4], [0.2, 0.6, 0.5], [-0.9, -0.1, 0.0], [0.4, -0.6, -0.4], [-1.1, -1.7, 4.0], [-0.8, 2.0, -2.2], [0.4, -0.2, 2.5], [1.2, 1.7, 0.7], [-0.3, 0.0, 1.4], [-1.1, 1.8, -1.7], [1.0, 1.1, 2.2], [-0.6, 2.9, -0.6], [1.1, -1.9, -1.0], [-0.1, 0.4, -1.0], [-1.9, 0.0, 0.0], [0.8, -1.3, -0.8], [-1.0, 0.2, 0.4], [-0.7, 0.3, -0.1], [0.4, 0.0, -0.4], [-0.4, -0.1, -0.8], [-0.1, -0.9, -1.1], [-0.6, 0.3, -0.6], [-0.3, 0.5, -0.7], [0.4, -0.2, 0.9], [-0.1, -0.3, 0.9], [0.3, -0.1, 0.2], [0.0, 0.4, 0.1], [-0.3, -0.5, 0.0], [0.3, -0.1, -0.1], [-0.1, -0.2, -0.2], [0.7, 0.6, 0.5], [-0.2, -0.2, 0.0], [0.1, 0.0, -0.1], [0.0, -0.4, -0.6], [-2.1, -0.8, 1.0], [1.9, 0.2, -1.3], [-0.1, -0.2, -0.1], [-0.3, 0.8, 0.2], [-0.2, 0.1, 0.1], [-0.5, 0.3, 0.2], [-0.3, 0.0, 0.0], [0.8, 0.0, -0.1], [-0.3, 0.2, -0.6], [0.1, -0.1, 0.3], [0.1, -0.1, 0.5], [0.3, -0.1, -0.1], [0.3, 0.2, 0.3], [0.0, 0.3, -0.4], [-0.6, 0.0, 0.2], [0.2, 0.3, 0.2], [0.4, -0.3, -0.1], [-0.3, -0.1, 0.1], [0.0, 0.2, -0.2], [0.1, -0.2, 0.1], [0.1, 0.2, 0.3], [0.1, 0.0, 0.2], [0.3, 0.0, -0.2], [-0.2, -0.1, -0.2], [0.1, 0.5, -0.4], [0.5, -0.4, -0.2], [0.0, -0.1, 0.6], [-0.1, 0.6, -0.2], [-0.5, -0.4, -0.1], [0.6, -0.3, 0.0], [-0.4, 0.1, 0.4], [-0.2, 0.0, -0.2], [0.1, 0.3, -0.1], [0.5, -0.3, -0.3], [-0.3, 0.2, -0.4], [-0.2, -0.1, 0.2], [0.1, -0.3, 0.1], [0.1, 0.1, 0.0], [-0.3, 0.0, -0.1]]
}

2.
{
  "formula": "C27H58N2O17PS2",
  "method": "the ωB97M-V functional and the def2-TZVPD basis",
  "total_charge": -1,
  "energy_ev": -97689.9480,
  "homo_energy_ev": -5.74,
  "orbital_gap_ev": 7.9,
  "species": ["C", "C", "C", "C", "C", "C", "C", "C", "C", "C", "C", "S", "O", "O", "N", "S", "O", "O", "P", "N", "O", "H", "H", "H", "H", "H", "H", "H", "H", "H", "H", "H", "H", "H", "H", "H", "H", "H", "H", "H", "H", "H", "H", "H", "H", "H", "H", "C", "C", "O", "C", "O", "O", "C", "H", "H", "H", "H", "H", "H", "H", "H", "C", "C", "O", "C", "O", "O", "C", "H", "H", "H", "H", "H", "H", "H", "H", "C", "C", "O", "C", "O", "O", "C", "H", "H", "H", "H", "H", "H", "H", "H", "C", "C", "O", "C", "O", "O", "C", "H", "H", "H", "H", "H", "H", "H", "H"],
  "xyz": [[-3.739, -4.937, -2.331], [-2.723, -4.123, -3.121], [-1.571, -4.919, -3.737], [-0.286, -5.018, -2.896], [-0.519, -5.274, -1.414], [0.638, -5.988, -0.729], [1.956, -5.195, -0.534], [2.068, -4.545, 0.866], [1.653, -3.058, 0.817], [1.912, -2.417, 2.177], [2.088, -0.887, 2.163], [0.502, -0.027, 2.189], [0.372, 0.433, 3.545], [-0.530, -0.963, 1.817], [0.669, 1.300, 1.238], [-0.377, 1.426, 0.018], [-1.763, 1.238, 0.342], [-0.158, 2.739, -0.567], [0.124, 0.040, -1.572], [0.351, 0.950, -2.982], [1.653, -0.399, -1.173], [-4.043, -5.844, -2.840], [-4.631, -4.332, -2.221], [-3.411, -5.172, -1.331], [-3.271, -3.666, -3.939], [-2.352, -3.319, -2.513], [-1.880, -5.928, -3.984], [-1.299, -4.423, -4.662], [0.341, -4.141, -3.021], [0.285, -5.850, -3.300], [-1.367, -5.944, -1.341], [-0.796, -4.355, -0.913], [0.295, -6.294, 0.251], [0.874, -6.876, -1.306], [2.070, -4.432, -1.286], [2.757, -5.921, -0.598], [1.393, -5.037, 1.555], [3.089, -4.560, 1.219], [0.609, -2.997, 0.571], [2.266, -2.609, 0.056], [2.864, -2.805, 2.521], [1.133, -2.726, 2.858], [2.659, -0.613, 3.031], [2.607, -0.601, 1.263], [0.774, 1.859, -2.830], [-0.485, 1.001, -3.544], [1.992, 0.278, -0.558], [3.365, 4.132, -2.695], [3.716, 2.757, -3.224], [5.067, 2.716, -3.718], [6.010, 2.634, -2.787], [5.838, 2.570, -1.598], [7.198, 2.636, -3.398], [8.312, 2.627, -2.506], [3.559, 4.891, -3.455], [2.314, 4.175, -2.409], [3.967, 4.382, -1.823], [3.076, 2.517, -4.070], [3.563, 1.988, -2.468], [8.238, 1.808, -1.794], [8.380, 3.578, -1.979], [9.200, 2.492, -3.116], [-4.594, 1.182, -0.333], [-4.282, 0.675, -1.719], [-5.290, -0.240, -2.210], [-6.405, 0.310, -2.657], [-6.658, 1.485, -2.723], [-7.231, -0.678, -3.035], [-8.512, -0.229, -3.470], [-4.757, 0.347, 0.349], [-3.774, 1.783, 0.036], [-5.502, 1.789, -0.326], [-3.355, 0.105, -1.695], [-4.148, 1.493, -2.426], [-8.421, 0.526, -4.247], [-9.079, 0.166, -2.628], [-9.027, -1.097, -3.872], [-4.532, 3.165, 3.446], [-4.882, 4.061, 4.613], [-5.775, 5.125, 4.227], [-7.048, 4.785, 4.085], [-7.526, 3.697, 4.272], [-7.725, 5.871, 3.693], [-9.104, 5.630, 3.422], [-4.138, 3.753, 2.617], [-3.785, 2.429, 3.741], [-5.410, 2.634, 3.080], [-3.986, 4.553, 4.983], [-5.312, 3.496, 5.440], [-9.592, 5.147, 4.266], [-9.211, 5.018, 2.527], [-9.564, 6.599, 3.250], [8.716, 0.037, 4.086], [7.509, 0.637, 4.777], [6.936, 1.704, 4.015], [6.187, 1.322, 2.976], [5.955, 0.186, 2.656], [5.754, 2.413, 2.356], [4.983, 2.162, 1.169], [9.443, 0.814, 3.847], [9.190, -0.707, 4.726], [8.431, -0.444, 3.151], [7.807, 1.082, 5.725], [6.754, -0.118, 4.991], [4.158, 1.484, 1.376], [5.619, 1.758, 0.384], [4.583, 3.118, 0.848]],
  "atomic_forces_ev_per_a": [[-0.2, 0.5, 0.0], [-0.3, -0.7, -0.5], [0.6, 0.6, 0.4], [-0.2, -0.1, 0.0], [0.1, -0.5, -0.4], [0.4, 0.8, -0.1], [-0.6, -0.6, 1.2], [-0.7, 1.1, -1.1], [0.5, -1.0, 0.9], [0.2, 0.5, -0.7], [-0.6, -0.8, -0.6], [-0.2, 0.6, 1.2], [0.3, 0.4, 0.7], [0.1, -0.2, -1.1], [-0.4, -1.5, -0.7], [0.7, 2.1, 0.4], [-0.4, -1.0, 0.3], [0.8, 0.3, -0.4], [-1.0, -2.2, -1.0], [0.4, 0.3, 0.8], [0.0, 1.0, 0.4], [0.1, -0.3, -0.2], [-0.3, 0.1, 0.1], [0.2, -0.2, 0.3], [-0.1, 0.2, -0.2], [0.3, 0.5, 0.3], [-0.3, -0.2, -0.1], [0.1, -0.1, -0.4], [0.0, 0.3, -0.1], [0.3, -0.2, -0.1], [-0.3, -0.1, 0.1], [0.0, 0.3, 0.3], [0.0, -0.3, 0.3], [-0.1, -0.3, -0.1], [0.2, 0.2, -0.5], [0.4, -0.1, -0.4], [0.2, -0.4, 0.4], [0.3, -0.3, 0.2], [-0.4, 0.3, -0.4], [0.1, 0.5, -0.4], [0.2, -0.2, 0.3], [-0.1, 0.0, 0.4], [0.0, 0.6, 0.3], [0.4, 0.1, -0.2], [-0.2, 0.2, -0.2], [-0.1, 0.1, 0.0], [0.3, -0.2, 0.0], [0.2, 0.1, 0.1], [-0.5, 0.2, 0.2], [0.1, -0.1, 0.0], [-0.1, 0.0, -0.3], [0.1, 0.0, -0.1], [0.0, 0.0, 0.0], [0.2, 0.0, 0.0], [-0.1, 0.0, -0.1], [0.0, 0.0, 0.0], [0.0, -0.1, 0.1], [0.2, -0.1, -0.2], [0.2, 0.0, 0.0], [-0.1, 0.0, 0.1], [-0.1, 0.0, 0.1], [-0.1, 0.0, -0.1], [-0.7, 0.1, 0.1], [0.5, 0.2, 0.2], [0.0, -0.1, -0.1], [0.2, -0.1, 0.2], [-0.1, 0.1, -0.1], [-0.1, 0.0, -0.1], [-0.1, -0.1, -0.1], [0.2, 0.0, 0.0], [0.1, 0.0, 0.0], [0.0, 0.0, -0.1], [-0.1, -0.2, 0.0], [-0.2, 0.0, -0.1], [0.0, 0.1, 0.1], [0.0, 0.1, 0.0], [0.1, -0.1, 0.0], [-0.2, 0.0, -0.2], [0.4, -0.4, 0.1], [0.0, 0.1, 0.1], [0.2, 0.0, -0.1], [-0.1, -0.1, 0.1], [-0.1, 0.1, 0.0], [-0.2, 0.1, 0.0], [0.1, 0.0, 0.1], [0.0, 0.0, 0.0], [0.0, 0.0, 0.1], [-0.1, 0.2, 0.0], [-0.2, 0.0, -0.1], [0.0, -0.1, 0.0], [0.0, -0.1, 0.1], [0.1, 0.1, 0.0], [0.0, 0.0, -0.2], [0.2, -0.2, 0.2], [0.0, 0.0, 0.2], [-0.1, 0.3, -0.2], [0.0, -0.2, 0.0], [0.0, 0.0, 0.1], [-0.1, -0.1, -0.2], [0.0, 0.0, 0.1], [0.0, 0.0, 0.0], [-0.1, -0.1, 0.0], [-0.1, 0.2, 0.0], [-0.1, 0.0, -0.1], [0.0, 0.0, 0.1], [-0.1, 0.0, 0.3], [0.1, 0.1, 0.1]]
}